{"formula": "C39H35ClN2Si2Sn", "method": "ωB97M-V with the def2-TZVPD basis set", "elements": ["C", "C", "C", "H", "C", "C", "H", "H", "H", "H", "Sn", "Si", "C", "C", "H", "C", "H", "C", "H", "C", "H", "C", "H", "C", "C", "H", "C", "H", "C", "H", "C", "H", "C", "H", "H", "Si", "C", "C", "H", "C", "H", "C", "H", "C", "H", "C", "H", "C", "C", "H", "C", "H", "C", "H", "C", "H", "C", "H", "H", "Cl", "C", "C", "C", "C", "N", "C", "C", "C", "C", "C", "C", "N", "H", "H", "H", "H", "H", "H", "H", "H"], "positions_angstrom": [[-2.1222, -0.5683, 5.1624], [-2.7813, -0.0599, 3.9958], [-2.6686, -1.0529, 2.9575], [-3.3764, 0.8523, 3.9405], [-1.8939, -2.1482, 3.4808], [-1.5791, -1.8493, 4.8461], [-1.0976, -2.5313, 5.5496], [-2.1334, -0.1018, 6.1496], [-3.1885, -1.0485, 1.9970], [-1.6925, -3.0811, 2.9539], [-0.3378, -0.1188, 3.1594], [0.1610, -0.0979, 0.5012], [-0.7703, 1.3914, -0.1046], [-0.1206, 2.1015, -1.1288], [0.8648, 1.7738, -1.4723], [-0.7255, 3.2176, -1.7055], [-0.1994, 3.7593, -2.4929], [-1.9859, 3.6403, -1.2745], [-2.4525, 4.5062, -1.7376], [-2.6271, 2.9632, -0.2343], [-3.5979, 3.3122, 0.1239], [-2.0201, 1.8537, 0.3660], [-2.5232, 1.3598, 1.2023], [-0.6176, -1.6606, -0.1191], [-1.7866, -1.6324, -0.8998], [-2.2828, -0.6809, -1.1070], [-2.3335, -2.8239, -1.3906], [-3.2288, -2.7851, -2.0126], [-1.7507, -4.0520, -1.0768], [-2.1696, -4.9741, -1.4746], [-0.6374, -4.0937, -0.2334], [-0.2054, -5.0534, 0.0563], [-0.0813, -2.9106, 0.2568], [0.7697, -2.9581, 0.9420], [1.6413, -0.0463, 0.2936], [2.4305, 0.3343, -5.0356], [1.6209, -1.3052, -5.3356], [0.6207, -1.4572, -6.3097], [0.2906, -0.5963, -6.8961], [0.0359, -2.7098, -6.5341], [-0.7549, -2.8138, -7.2817], [0.4641, -3.8222, -5.8021], [0.0127, -4.7983, -5.9781], [1.4758, -3.6829, -4.8457], [1.8201, -4.5504, -4.2763], [2.0573, -2.4317, -4.6229], [2.8593, -2.3314, -3.8895], [1.2220, 1.6721, -5.4630], [-0.0457, 1.6984, -4.8697], [-0.3416, 0.9192, -4.1638], [-0.9391, 2.7329, -5.1668], [-1.9219, 2.7510, -4.6878], [-0.5683, 3.7397, -6.0648], [-1.2668, 4.5451, -6.2934], [0.6962, 3.7153, -6.6643], [0.9859, 4.5023, -7.3661], [1.5893, 2.6831, -6.3634], [2.5767, 2.6551, -6.8277], [3.6503, 0.4217, -5.8739], [2.9511, 0.5139, -3.0525], [-0.2453, 3.7039, 5.4679], [0.7609, 3.4871, 6.4200], [1.4480, 2.2756, 6.4471], [1.1785, 1.3240, 5.4599], [0.1960, 1.5578, 4.5260], [-0.5400, 2.7015, 4.5493], [1.8373, 0.0157, 5.3781], [2.8215, -0.4188, 6.2717], [3.3907, -1.6783, 6.0826], [2.9155, -2.5194, 5.0686], [1.8690, -2.0877, 4.2648], [1.3853, -0.8212, 4.3882], [-0.8209, 4.6222, 5.4342], [0.9929, 4.2504, 7.1551], [2.1795, 2.0243, 7.2173], [-1.3529, 2.7847, 3.8213], [3.0995, 0.2376, 7.0946], [4.1879, -2.0078, 6.7393], [3.3263, -3.5110, 4.8993], [1.3997, -2.7278, 3.5091]], "forces_ev_per_angstrom": [[0.28, -0.52, -0.17], [0.44, -0.25, -0.37], [0.16, -0.34, 0.44], [0.21, -0.31, 0.01], [-0.22, 0.61, -0.23], [-0.27, 0.62, 0.01], [-0.04, 0.35, -0.30], [0.17, -0.11, -0.43], [0.41, 0.11, 0.28], [-0.04, 0.33, 0.17], [-1.06, -0.63, 0.22], [-0.54, 0.05, -1.18], [0.16, 0.51, 0.43], [-0.11, -0.02, 0.10], [-0.28, 0.18, -0.02], [-0.05, 0.09, -0.06], [-0.21, -0.17, 0.19], [0.36, -0.28, 0.08], [0.06, -0.16, 0.11], [0.08, -0.20, 0.22], [0.29, -0.14, -0.12], [0.20, 0.17, -0.31], [0.08, 0.04, -0.28], [-0.08, -0.45, 0.78], [0.01, -0.14, 0.03], [0.23, -0.28, -0.11], [0.02, 0.19, 0.06], [0.28, -0.03, 0.16], [0.10, 0.32, 0.08], [0.08, 0.20, 0.11], [0.19, 0.08, 0.24], [-0.13, 0.27, -0.14], [-0.30, -0.09, -0.37], [-0.08, -0.03, -0.30], [-0.37, 0.04, 0.42], [-0.31, -0.14, -1.12], [0.03, -0.43, 0.18], [-0.08, -0.28, 0.14], [0.05, -0.24, 0.21], [0.17, 0.09, 0.08], [0.31, 0.01, 0.24], [0.07, 0.26, 0.09], [0.10, 0.24, 0.03], [0.02, 0.10, -0.06], [-0.12, 0.26, -0.24], [-0.35, -0.28, -0.14], [-0.22, -0.06, -0.12], [0.20, 0.28, 0.00], [-0.19, 0.47, -0.15], [0.07, 0.13, -0.18], [0.17, -0.13, 0.01], [0.28, 0.02, -0.23], [0.19, -0.14, 0.05], [0.20, -0.21, 0.03], [-0.08, -0.03, 0.02], [-0.13, -0.29, 0.25], [-0.36, 0.09, 0.10], [-0.26, 0.08, 0.10], [-0.02, 0.21, 0.30], [0.17, -0.04, 0.51], [0.09, -0.30, -0.04], [-0.29, -0.10, -0.25], [-0.01, -0.52, -0.45], [-1.30, 1.11, -0.46], [0.10, 0.47, 0.83], [0.97, -0.51, 0.36], [0.18, -1.61, -0.53], [-0.44, 0.18, -0.48], [-0.27, 0.01, -0.19], [-0.13, 0.10, -0.01], [0.12, 1.11, 0.31], [0.49, -0.35, 0.92], [0.14, -0.07, 0.12], [-0.08, -0.06, -0.08], [-0.25, 0.45, -0.26], [0.37, 0.00, 0.22], [0.21, -0.37, -0.25], [-0.08, -0.02, -0.06], [-0.03, 0.19, 0.18], [0.24, 0.30, 0.26]], "e_homo_ev": -12.505, "orbital_gap_ev": 5.298, "molar_mass_g_mol": 742.1, "de_lowest_kj_mol": 0.0, "spin_multiplicity": 1, "charge": 2}